Run A
Density functional theory data (wB97M-V/def2-TZVPD) for C2H4OS in the gas phase.

Properties
net charge	0
lowest unoccupied orbital energy	0.092	eV
orbital gap	0.3247	hartree
SMILES	CC(O)=S
E_HOMO	-8.744	eV

Last column: natural (NBO) charge in e.
Geometry (Å):
C: 0.3810 -0.7230 -0.1257  -0.703
C: -0.6952 0.4477 -0.2522  0.287
O: -0.0862 1.5506 -0.0812  -0.631
S: -2.3567 0.1807 -0.0627  -0.122
H: -0.1346 -1.5979 0.0592  0.245
H: 1.2980 -0.7280 -0.7120  0.234
H: 0.7944 -0.4615 0.9496  0.200
H: 0.7992 1.3315 0.2249  0.489


Run B
Density functional theory data (wB97M-V/def2-TZVPD) for a molecular structure, C2H4OS.

Properties
net charge	0
lowest unoccupied orbital energy	-0.056	eV
orbital gap	0.3152	hartree
E_HOMO	-8.633	eV

Last column: natural (NBO) charge in e.
Geometry (Å):
C: 1.8112 1.1127 0.4515  -0.333
C: 0.1377 -0.2188 -0.2863  0.087
H: 2.6759 1.4378 -0.3801  0.247
H: 1.9508 -0.2251 0.7185  0.197
H: 1.7316 1.7030 1.8145  0.256
H: 0.8022 -0.9013 -0.7730  0.171
O: 0.4074 0.9727 -0.0509  -0.510
S: -1.3821 -0.9475 -0.1227  -0.116


Run C
Density functional theory data (wB97M-V/def2-TZVPD) for C2H4OS in the gas phase.

Properties
net charge	0
lowest unoccupied orbital energy	-0.156	eV
orbital gap	0.3338	hartree
E_HOMO	-9.239	eV

Last column: natural (NBO) charge in e.
Geometry (Å):
C: -0.4905 0.0848 0.3192  -0.482
C: 1.1435 -0.2897 -0.0077  -0.656
O: -2.8353 0.6537 -0.4835  -0.919
S: -1.5467 0.2452 -0.9765  1.156
H: -0.6803 0.1513 1.3233  0.211
H: 1.7054 -0.2101 1.0139  0.235
H: 1.1148 -1.1814 -0.6698  0.235
H: 1.5892 0.5461 -0.5189  0.219


Ranked by calculated energy, most stable first: run A, run C, run B.


Run A
Density functional theory data (wB97M-V/def2-TZVPD) for 13 unconnected molecules or ions with the total composition C31H94N20O13.

Properties
net charge	0
lowest unoccupied orbital energy	0.352	eV
orbital gap	0.3492	hartree
E_HOMO	-9.152	eV

Last column: Mulliken charge in e.
Geometry (Å):
C: 20.2342 17.3634 17.9129  0.461
O: 20.8490 16.9027 18.8506  -0.710
N: 18.9818 16.8015 17.6750  -0.086
N: 20.8739 18.0912 16.9998  -0.313
H: 18.4932 17.4231 17.0810  0.237
H: 18.6001 16.1769 18.3687  0.047
H: 21.8558 18.2876 17.1153  0.215
H: 20.2829 18.5303 16.2781  0.199
C: 14.2771 18.5070 13.5935  0.702
O: 14.7032 19.6502 13.4530  -0.825
N: 14.6322 17.6406 14.5511  0.052
N: 13.2851 18.0993 12.6538  -0.407
H: 14.2912 16.6528 14.5967  -0.104
H: 15.2585 18.0027 15.2725  0.022
H: 13.0577 17.1032 12.5538  0.321
H: 13.2456 18.6849 11.8094  0.239
C: 18.3605 11.0127 13.6241  0.361
O: 17.5491 10.7086 12.7183  -0.675
N: 19.2556 12.0369 13.4879  -0.228
N: 18.1339 10.5332 14.8880  -0.391
H: 19.7263 12.4831 14.2728  0.200
H: 19.4307 12.5481 12.6429  0.197
H: 18.4329 11.0513 15.6425  0.202
H: 17.3268 9.9321 15.0150  0.235
C: 12.3892 14.3098 11.6402  0.123
O: 12.7578 15.4758 11.6453  -0.727
N: 11.7505 13.6961 12.7440  0.009
N: 12.7077 13.4958 10.6195  0.019
H: 11.4368 14.3047 13.4780  0.128
H: 11.2630 12.8311 12.7013  0.064
H: 13.2771 13.8817 9.8339  0.145
H: 12.3863 12.4914 10.6125  0.054
C: 16.0439 11.9080 10.0107  -0.122
O: 15.2097 12.2132 9.2115  -0.653
N: 16.8828 10.7942 9.8945  -0.228
N: 16.1885 12.5973 11.2091  1.535
H: 16.6904 10.2568 9.0900  0.241
H: 17.6495 10.5731 10.5457  0.201
H: 15.5163 13.3188 11.4306  -0.615
H: 16.5226 12.0395 11.9696  -0.125
C: 19.5374 14.3081 10.4663  0.644
O: 20.2986 13.6589 11.1981  -0.808
N: 18.8151 13.7058 9.4044  -0.260
N: 19.4908 15.6396 10.5079  -0.374
H: 18.3384 14.2432 8.7200  0.170
H: 18.8315 12.7023 9.3361  0.191
H: 19.9298 16.1392 11.2662  0.250
H: 18.6823 16.0674 10.1586  0.177
C: 17.3372 20.3021 15.8631  0.487
O: 17.3970 19.0945 16.0855  -0.529
N: 16.7025 20.9317 14.8094  -0.279
N: 17.9093 21.1686 16.7977  -0.468
H: 16.4965 21.8976 14.9254  0.110
H: 16.1238 20.3000 14.2409  0.155
H: 18.1879 22.1374 16.4933  0.204
H: 18.4202 20.6760 17.5071  0.271
C: 16.3273 17.4530 7.0719  -1.431
C: 14.9705 17.0204 7.7616  0.595
C: 15.0314 16.9310 9.2494  -0.650
O: 16.1066 16.0421 9.6816  -0.292
C: 16.0733 16.0578 11.1188  0.524
N: 13.9262 17.9511 7.4030  -0.816
H: 16.9981 16.6031 7.0213  0.280
H: 16.9249 18.1468 7.6333  0.318
H: 16.1553 17.9067 6.0852  0.414
H: 14.7273 16.0724 7.3162  0.286
H: 14.0740 16.6031 9.6673  0.110
H: 15.3086 17.8978 9.6162  0.384
H: 16.8801 15.5810 11.6568  -0.249
H: 15.1704 15.5842 11.4179  -0.862
H: 16.1165 17.0212 11.5683  0.726
H: 14.0814 18.9116 7.7063  0.301
H: 13.0823 17.6740 7.9840  0.283
C: 16.9392 14.5700 21.4753  -1.317
C: 16.4861 13.8996 20.1810  0.130
C: 16.1822 14.9768 19.1471  0.214
O: 14.8226 15.3612 19.4577  -0.385
C: 14.1608 16.0194 18.4043  -0.505
N: 17.4555 12.9374 19.5641  -0.524
H: 16.2156 15.3817 21.6734  0.317
H: 17.9944 14.9240 21.2929  0.283
H: 16.9135 13.8802 22.3572  0.388
H: 15.5898 13.3703 20.4044  0.265
H: 16.2933 14.7394 18.0942  -0.191
H: 16.8923 15.7915 19.4467  0.342
H: 14.4281 15.6553 17.3998  0.021
H: 14.4426 17.0584 18.3514  0.377
H: 13.0857 15.9086 18.6158  0.317
H: 17.7713 12.1492 20.1479  0.252
H: 18.2769 13.4262 19.2522  0.207
C: 15.0690 13.1941 16.1348  -0.942
C: 15.6096 14.3639 15.2077  1.612
C: 17.0717 14.0441 14.7568  -1.264
O: 17.4759 14.9130 13.7232  0.560
C: 17.9921 16.1415 14.2477  -0.908
N: 14.7793 14.5446 14.0260  0.629
H: 15.8308 12.7110 16.7512  0.175
H: 14.5949 12.4963 15.4599  0.943
H: 14.2876 13.5079 16.8181  -0.771
H: 15.6053 15.3103 15.7857  -0.617
H: 17.0869 13.0209 14.3145  -0.495
H: 17.7913 13.9614 15.5477  0.567
H: 18.3857 16.7588 13.4622  0.400
H: 18.7522 15.9922 15.0431  0.430
H: 17.0744 16.7275 14.6851  0.113
H: 14.2785 13.7224 13.7403  -0.216
H: 15.3615 14.8488 13.2840  -0.392
C: 19.1362 23.0738 11.6496  -1.454
C: 19.9034 22.3276 12.7415  0.301
C: 19.7566 23.0544 14.0326  -0.975
O: 18.4177 23.3949 14.4665  -0.071
C: 18.2248 24.7778 14.5685  -0.906
N: 19.4884 20.8968 13.0205  -0.553
H: 19.1834 22.5252 10.7437  0.439
H: 19.4620 24.0636 11.5823  0.377
H: 18.0821 22.9551 11.9101  0.289
H: 20.9402 22.3587 12.5290  0.404
H: 20.2723 23.9754 13.9054  0.611
H: 20.3349 22.4049 14.6894  0.242
H: 18.4022 25.3569 13.6460  0.281
H: 18.9330 25.1524 15.3041  0.381
H: 17.2414 24.9648 14.9674  0.258
H: 19.4436 20.4651 12.1278  0.231
H: 18.5416 20.8730 13.4463  0.212
C: 9.6016 12.8789 16.2007  -1.680
C: 10.7205 11.8270 16.0719  1.467
C: 12.0020 12.2327 16.7262  -0.284
O: 11.8788 12.0113 18.1067  -0.443
C: 12.5027 12.9012 18.9639  -0.212
N: 10.3233 10.4883 16.4443  -0.554
H: 9.4590 13.2423 17.2107  0.352
H: 8.6682 12.5836 15.6587  0.372
H: 9.9219 13.7999 15.7370  0.334
H: 10.9772 11.8920 14.9924  -0.621
H: 12.3101 13.2819 16.5537  0.259
H: 12.9104 11.7375 16.3680  0.257
H: 11.9162 13.8096 19.0999  0.252
H: 13.4657 13.2341 18.6972  -0.220
H: 12.6342 12.5494 19.9811  0.377
H: 10.8144 9.6527 16.1550  0.200
H: 10.1626 10.4460 17.4586  0.314
C: 13.7381 10.2429 12.0892  -1.325
C: 12.4606 9.7332 12.7752  2.151
C: 11.3144 9.6999 11.7582  -1.435
O: 11.0964 10.9859 11.3944  -0.203
C: 9.9037 11.0284 10.5731  -0.932
N: 12.6815 8.3395 13.2239  -0.769
H: 13.7091 11.2388 11.7364  -0.225
H: 14.0175 9.6577 11.2179  0.441
H: 14.5295 10.2389 12.8072  0.519
H: 12.0846 10.3847 13.5446  -0.852
H: 10.4398 9.2765 12.1163  0.560
H: 11.6803 9.1648 10.9117  0.406
H: 9.8199 11.9346 9.8994  0.274
H: 8.9955 10.9873 11.1487  0.338
H: 9.9461 10.1454 9.8217  0.322
H: 12.9558 8.2557 14.2246  0.292
H: 13.5383 7.9547 12.7549  0.321


Run B
Density functional theory data (wB97M-V/def2-TZVPD) for 13 unconnected molecules or ions with the total composition C31H94N20O13.

Properties
net charge	0
lowest unoccupied orbital energy	-0.031	eV
orbital gap	0.3152	hartree
E_HOMO	-8.609	eV

Last column: Mulliken charge in e.
Geometry (Å):
C: -4.6772 1.5985 3.1561  -1.129
C: -4.9823 1.6621 1.6575  1.945
C: -6.3835 1.1604 1.3395  -0.320
O: -6.6601 -0.1871 1.6173  -0.440
C: -5.9658 -1.1762 0.8980  0.184
N: -4.8042 3.0791 1.3097  -0.655
H: -5.4813 2.1700 3.6207  0.462
H: -3.7046 2.0364 3.3689  0.019
H: -4.6651 0.5485 3.4649  0.198
H: -4.2176 1.0492 1.1683  -1.181
H: -6.6024 1.3616 0.2838  0.016
H: -7.0283 1.7597 1.9881  0.307
H: -6.3052 -2.1497 1.2483  0.327
H: -4.9119 -1.1629 1.1890  -0.213
H: -6.1097 -1.1389 -0.1853  -0.128
H: -5.5248 3.4452 0.7025  0.236
H: -3.8805 3.2730 0.9539  0.263
C: 3.7650 -2.4076 -2.5263  -0.911
C: 4.7738 -3.4107 -2.0207  0.305
C: 5.6834 -2.7631 -0.9976  0.134
O: 6.5158 -1.8373 -1.6641  -0.388
C: 6.9850 -0.7699 -0.8901  -0.371
N: 4.0683 -4.5664 -1.4131  -0.816
H: 3.1616 -1.8955 -1.7697  -0.157
H: 2.9770 -2.7520 -3.2024  0.413
H: 4.2972 -1.5887 -3.0239  0.423
H: 5.2963 -3.7681 -2.9086  0.424
H: 6.3094 -3.5634 -0.5774  0.396
H: 5.1822 -2.3699 -0.1067  -0.507
H: 7.3394 0.0202 -1.5523  0.330
H: 7.6120 -1.0966 -0.0547  0.337
H: 6.2144 -0.1773 -0.3652  -0.048
H: 3.6157 -5.1029 -2.1393  0.331
H: 3.3881 -4.1724 -0.7722  0.095
C: -8.5252 0.3316 -1.6116  -1.455
C: -7.7473 1.0109 -2.7233  0.518
C: -6.7032 0.0795 -3.2727  -0.875
O: -5.5313 0.1459 -2.4656  -0.109
C: -4.3774 -0.4016 -3.0210  -0.274
N: -8.7540 1.3986 -3.7517  -0.762
H: -9.0876 -0.5161 -2.0036  0.443
H: -9.1733 1.0757 -1.1500  0.304
H: -7.8512 -0.0530 -0.8459  0.313
H: -7.2294 1.9259 -2.4263  0.304
H: -6.4104 0.3051 -4.3075  0.431
H: -7.0170 -0.9696 -3.1706  0.242
H: -4.2156 0.0731 -3.9996  0.352
H: -4.4006 -1.4888 -3.1722  0.268
H: -3.5306 -0.1700 -2.3761  -0.258
H: -9.0436 0.5255 -4.2039  0.305
H: -8.1772 1.7324 -4.5322  0.296
C: -0.5557 1.0735 -3.3876  -1.055
C: -0.7240 1.2299 -4.9043  0.779
C: -0.3229 2.5895 -5.4532  -0.990
O: 1.0835 2.7758 -5.4513  -0.432
C: 1.4874 4.0153 -6.0001  -0.937
N: -0.1170 0.0718 -5.5711  -0.783
H: -1.2364 1.7114 -2.8187  0.378
H: 0.4009 1.4655 -3.0094  -0.124
H: -0.4559 0.0284 -3.1035  0.360
H: -1.8085 1.1195 -5.0123  0.139
H: -0.8413 3.4012 -4.9331  0.369
H: -0.6577 2.6406 -6.4971  0.504
H: 2.5628 4.0753 -6.1607  0.288
H: 1.1519 4.8891 -5.4406  0.345
H: 1.0911 4.0579 -7.0221  0.395
H: 0.8143 0.3930 -5.8413  0.315
H: -0.5802 -0.0425 -6.4705  0.327
C: -2.0998 -2.1757 3.3387  -0.220
C: -1.7712 -2.7534 4.7235  0.232
C: -0.3795 -2.1908 5.1841  -0.609
O: 0.5205 -2.8498 4.2872  -0.255
C: 1.8249 -3.1172 4.8438  -1.068
N: -2.8561 -2.3463 5.6503  -0.754
H: -1.8401 -1.1167 3.3659  -0.279
H: -3.1401 -2.3789 3.0807  0.369
H: -1.5066 -2.5872 2.5197  -0.268
H: -1.8271 -3.8420 4.7129  0.421
H: -0.3275 -2.3071 6.2694  0.485
H: -0.2730 -1.1323 4.9224  0.069
H: 2.3311 -3.9414 4.3432  0.288
H: 1.6542 -3.4121 5.8798  0.525
H: 2.4551 -2.2316 4.7400  0.256
H: -2.5601 -2.6835 6.5629  0.278
H: -2.8176 -1.3292 5.6891  0.255
C: 2.8033 0.6892 0.0900  -0.679
C: 1.6962 0.1671 0.9866  -0.274
C: 0.4191 0.1270 0.1340  -1.308
O: -0.6864 -0.1445 1.0232  1.169
C: -1.9100 -0.0710 0.2901  -0.386
N: 2.0527 -1.0757 1.6633  1.446
H: 3.7765 0.6939 0.5867  0.042
H: 2.7094 1.7188 -0.2524  0.006
H: 2.8865 0.0328 -0.7811  -0.082
H: 1.6501 0.9482 1.7553  0.871
H: 0.3885 -0.6060 -0.6736  0.483
H: 0.3058 1.1306 -0.2889  0.374
H: -2.1987 0.9819 0.3487  0.173
H: -2.6786 -0.6763 0.7681  -0.473
H: -1.8376 -0.3702 -0.7557  0.302
H: 1.2715 -1.3147 2.2715  -0.634
H: 2.0847 -1.8205 0.9513  -0.132
C: 5.3444 -1.0288 3.1748  0.416
O: 6.3950 -1.0817 3.8142  -0.730
N: 4.7130 -2.1451 2.7073  -0.088
N: 4.5236 0.0330 3.0505  -0.151
H: 3.7815 -2.0502 2.3164  -0.004
H: 5.0770 -3.0572 2.9119  0.202
H: 3.6633 -0.0820 2.5252  -0.054
H: 4.6587 0.8374 3.6374  0.192
C: 7.3713 2.6587 -0.7501  0.693
O: 7.1200 2.7824 -1.9550  -0.805
N: 6.4075 2.6671 0.2098  -0.118
N: 8.6355 2.5291 -0.2695  -0.405
H: 5.4472 2.8528 -0.0506  -0.091
H: 6.6502 2.3256 1.1205  0.213
H: 9.4192 2.6084 -0.8874  0.248
H: 8.7079 2.0584 0.6142  0.172
C: -0.7992 3.0043 2.7958  0.544
O: -0.2505 3.4659 1.7721  -0.892
N: -1.3906 3.7957 3.7167  -0.322
N: -0.6680 1.6978 3.0765  0.062
H: -1.3864 4.7802 3.5190  0.281
H: -1.9525 3.3422 4.4124  0.183
H: -0.2627 1.0457 2.4034  -0.465
H: -1.0465 1.2886 3.9140  0.096
C: 1.3053 -4.5015 0.6604  0.714
O: 1.4796 -3.4105 0.1167  -0.505
N: 1.3592 -5.6697 -0.0022  -0.399
N: 1.1500 -4.6498 2.0076  -0.307
H: 1.2495 -6.4833 0.5739  0.114
H: 1.4262 -5.7290 -0.9989  0.246
H: 1.1288 -3.8292 2.5947  -0.003
H: 0.7838 -5.4893 2.4170  0.254
C: 2.9908 4.9428 2.2548  0.556
O: 4.0971 5.4640 2.1044  -0.717
N: 2.1931 5.2131 3.3512  -0.299
N: 2.4313 4.0600 1.4088  0.047
H: 1.3210 4.7437 3.4808  0.156
H: 2.5070 5.8484 4.0596  0.196
H: 2.9615 3.7947 0.5840  -0.010
H: 1.5500 3.6337 1.6908  0.226
C: -3.6266 -3.7044 -0.3651  0.607
O: -4.2774 -3.5428 0.6651  -0.628
N: -2.2715 -3.6343 -0.3647  -0.093
N: -4.2120 -4.0352 -1.5540  -0.468
H: -1.6895 -3.9168 -1.1281  0.114
H: -1.9664 -3.5562 0.5942  -0.033
H: -5.1776 -3.7559 -1.6164  0.267
H: -3.6519 -3.9956 -2.3871  0.214
C: 3.5675 3.1885 -2.2820  0.484
O: 3.7220 3.6576 -1.1359  -0.848
N: 2.3354 3.2308 -2.8629  -0.070
N: 4.5574 2.6788 -3.0155  -0.218
H: 1.5731 3.5450 -2.2899  0.197
H: 2.1522 2.9002 -3.8015  0.128
H: 5.4617 2.7907 -2.5363  0.340
H: 4.4922 2.2602 -3.9197  0.139


Ranked by calculated energy, most stable first: run B, run A.